Entry from the OMol25 dataset: an isolated molecule of C22H27N5O5S (ωB97M-V with the def2-TZVPD basis set).

Last column: Löwdin charge in e.
Geometry (Å):
S1 -0.800 -2.102 -0.481  1.008
O1 -0.760 3.474 -0.942  -0.016
O2 -2.155 4.332 0.616  0.109
O3 3.963 -2.831 -0.570  -0.177
O4 -5.550 -0.458 1.247  0.115
O5 -4.436 -1.977 0.021  -0.038
N1 0.571 0.051 -1.460  0.012
N2 1.765 0.635 -1.291  0.102
N3 -1.879 1.133 -0.966  0.141
N4 1.679 -1.098 0.049  0.006
N5 6.358 0.929 0.860  0.064
C1 2.070 -2.214 0.866  -0.113
C2 5.402 0.714 1.746  -0.147
C3 3.778 0.293 0.051  -0.159
C4 0.522 -0.991 -0.669  -0.603
C5 5.092 -2.923 0.266  -0.096
C6 -4.637 -0.730 0.506  -0.426
C7 4.776 0.550 -0.885  0.003
C8 1.445 4.154 -0.268  -0.061
C9 -2.554 -0.018 -0.828  -0.249
C10 0.118 4.592 -0.873  -0.212
C11 2.764 -3.285 0.004  -0.190
C12 -3.556 1.578 0.439  -0.124
C13 -2.074 -1.240 -1.501  -0.340
C14 -3.624 0.214 0.044  -0.031
C15 4.098 0.395 1.403  -0.025
C16 -2.448 2.115 -0.200  -0.098
C17 -6.625 -2.935 -0.465  -0.060
C18 -5.380 -2.972 0.409  -0.218
C19 6.045 0.858 -0.423  -0.137
C20 -4.485 2.285 1.351  -0.017
C21 2.436 -0.044 -0.402  -0.254
C22 -1.817 3.425 -0.107  -0.418
H1 -7.139 -1.986 -0.335  0.076
H2 2.933 -4.182 0.615  0.128
H3 0.257 4.940 -1.900  0.124
H4 -5.653 -2.811 1.458  0.122
H5 1.172 -2.639 1.321  0.111
H6 -4.590 1.733 2.283  0.086
H7 -4.117 3.288 1.549  0.071
H8 1.828 3.291 -0.810  0.053
H9 5.698 0.801 2.783  0.107
H10 -0.354 5.380 -0.276  0.116
H11 2.747 -1.867 1.647  0.113
H12 4.554 0.496 -1.938  0.119
H13 6.855 1.056 -1.112  0.107
H14 2.165 4.966 -0.328  0.075
H15 -2.864 -1.977 -1.620  0.074
H16 -0.998 1.218 -1.470  0.126
H17 5.009 -2.283 1.152  0.078
H18 2.109 -3.545 -0.834  0.127
H19 -6.356 -3.050 -1.513  0.076
H20 -5.475 2.341 0.903  0.092
H21 1.309 3.880 0.775  0.078
H22 -1.591 -1.010 -2.450  0.089
H23 -4.850 -3.922 0.304  0.122
H24 5.258 -3.957 0.589  0.092
H25 -7.295 -3.741 -0.180  0.077
H26 3.348 0.261 2.169  0.116
H27 5.939 -2.588 -0.330  0.095

Values from the calculation:
E_HOMO, eV: -8.35
SMILES: CCOC(=O)c1[nH]c(CSc2nnc(-c3ccncc3)n2CCOC)c(C(=O)OCC)c1C
HOMO-LUMO gap, hartree: 0.3169



Entry from the OMol25 dataset: a structure of composition C22H27N9Pd (ωB97M-V with the def2-TZVPD basis set).

Last column: Löwdin charge in e.
Geometry (Å):
Pd1 0.230 -1.220 0.047  1.053
N1 -3.879 -2.339 -0.493  -0.076
N2 0.452 0.824 0.389  0.059
N3 -3.833 -0.418 0.968  -0.076
N4 -1.811 -1.117 -0.198  -0.203
N5 2.224 -1.354 0.340  0.008
N6 0.649 -0.890 2.680  -0.075
N7 4.057 -1.037 1.496  0.204
N8 -3.657 -0.125 -1.423  -0.074
N9 0.481 2.668 1.563  0.199
C1 4.430 -0.927 0.155  -0.162
C2 0.199 1.915 -1.891  -0.034
C3 -4.407 -1.754 0.744  -0.131
C4 -2.450 -2.469 -0.412  -0.150
C5 2.746 -1.288 1.555  -0.285
C6 0.043 3.149 -2.487  -0.042
C7 0.335 3.069 0.236  -0.161
C8 4.464 -0.832 -2.580  -0.048
C9 3.259 -1.112 -0.570  -0.208
C10 1.963 -1.518 2.811  -0.109
C11 0.327 1.893 -0.505  -0.221
C12 -2.226 -0.232 -1.351  -0.160
C13 3.254 -1.056 -1.960  -0.013
C14 -4.236 -1.461 -1.616  -0.128
C15 5.647 -0.668 -1.840  -0.046
C16 -4.177 0.440 -0.175  -0.131
C17 0.648 0.552 2.891  -0.103
C18 0.546 1.327 1.601  -0.282
C19 5.655 -0.702 -0.462  0.013
C20 0.176 4.317 -0.356  0.015
C21 0.023 4.331 -1.727  -0.043
C22 -2.405 -0.533 1.062  -0.174
H1 2.337 -1.188 -2.520  0.107
H2 -5.260 0.519 -0.244  0.140
H3 -1.783 0.750 -1.209  0.098
H4 0.234 0.999 -2.467  0.109
H5 -3.763 1.438 -0.022  0.137
H6 0.168 5.233 0.221  0.127
H7 -2.180 -3.119 0.423  0.134
H8 2.530 -1.164 3.677  0.136
H9 -5.320 -1.375 -1.668  0.140
H10 -1.845 -0.675 -2.272  0.136
H11 4.678 -0.957 2.286  0.186
H12 0.536 3.288 2.357  0.186
H13 -0.198 0.832 3.521  0.144
H14 -0.067 3.215 -3.561  0.121
H15 -0.113 5.277 -2.232  0.122
H16 -2.150 -1.196 1.890  0.122
H17 4.514 -0.788 -3.660  0.119
H18 -2.064 -2.893 -1.341  0.137
H19 -4.172 -2.403 1.589  0.136
H20 -5.488 -1.665 0.662  0.140
H21 6.567 -0.559 0.102  0.126
H22 0.008 -1.329 3.326  0.123
H23 1.553 0.876 3.417  0.140
H24 -1.963 0.451 1.220  0.116
H25 -3.874 -1.892 -2.550  0.138
H26 1.808 -2.590 2.931  0.144
H27 6.580 -0.516 -2.366  0.121

Values from the calculation:
E_HOMO (alpha / beta), eV: -14.40 / -14.40
Charge: +2
HOMO-LUMO gap (alpha / beta), hartree: 0.2396 / 0.2395



In eV/Å, the maximum force values for the records above are, in order, 1.285 0.690.
In eV, the energy above the lowest of the compared OMol25 structures with the same formula, charge and spin values for the records above are, in order, 1.3490 0.0000.